# C26H54CaCl3N5O4PSi

A structure of composition C26H54CaCl3N5O4PSi in a non-equilibrium geometry (ωB97M-V/def2-TZVPD, OMol25).

Kohn-Sham gap (spin up / spin down), hartree: 0.185 / 0.185
Relative energy (zero: lowest compared OMol25 entry of this formula, charge and spin), kcal/mol: 154.0
Total charge: -1
Molecular weight, Da: 706.2
HOMO (spin up / spin down), eV: -2.78 / -2.78

Positions of all 95 atoms, in Å:
C 4.462 0.595 -4.229
C 3.456 1.298 -3.375
H 5.452 1.082 -4.131
H 4.214 0.602 -5.322
H 4.597 -0.451 -3.909
C 3.266 2.695 -3.275
C 3.976 3.735 -4.061
H 2.567 3.068 -2.559
H 3.701 3.718 -5.120
H 5.059 3.797 -3.932
H 3.553 4.684 -3.622
Ca -1.035 -1.381 0.292
Cl 0.218 -3.798 0.882
Cl -1.668 -1.190 -2.400
H -5.428 -4.997 1.700
H -3.039 -7.081 1.397
C -4.992 -4.912 0.697
C -3.122 -6.498 0.469
N -3.567 -5.145 0.680
H -5.192 -3.935 0.261
C -2.699 -4.136 0.908
O -2.919 -2.934 0.622
H -2.146 -6.462 -0.029
H -1.729 -4.484 1.318
H -5.527 -5.658 0.117
H -3.832 -7.042 -0.168
H -0.941 1.842 -3.563
H 0.397 3.747 -2.335
C -1.755 2.064 -2.847
C -0.564 3.906 -1.834
N -1.230 2.620 -1.619
H -2.298 1.119 -2.663
C -1.502 2.102 -0.388
O -1.992 0.999 -0.188
H -0.357 4.417 -0.895
H -1.229 2.811 0.410
H -2.408 2.806 -3.339
H -1.172 4.550 -2.468
O 2.062 0.508 -3.212
C 2.932 0.589 -2.095
C 1.698 2.232 -0.604
C 2.828 1.471 -0.905
H 0.874 2.165 -1.311
C 1.678 3.087 0.486
H 3.376 -0.357 -1.843
C 3.959 1.649 -0.096
H 0.814 3.781 0.623
C 2.745 3.169 1.380
C 3.930 2.448 1.069
H 4.896 1.187 -0.434
H 2.716 3.836 2.237
H 4.812 2.529 1.684
Si 0.720 -1.000 -3.736
Cl 1.141 -0.814 -0.374
C -0.714 -0.374 -4.882
C 0.557 -2.818 -3.050
C 2.242 -1.551 -4.706
H -1.433 0.344 -4.461
H -1.319 -1.231 -5.228
H -0.287 0.117 -5.777
H 2.562 -0.840 -5.479
H 2.028 -2.527 -5.161
H 3.061 -1.700 -4.005
H 0.549 -2.955 -1.971
H 1.423 -3.416 -3.372
H -0.323 -3.353 -3.402
C -3.470 0.373 2.704
N -2.391 0.946 3.514
C -2.328 2.394 3.360
P -0.909 0.154 3.386
O -0.319 0.037 2.009
N 0.162 0.952 4.368
C 1.581 0.995 3.977
C -0.077 1.301 5.769
N -1.390 -1.376 3.889
C -2.272 -1.507 5.053
C -0.303 -2.370 3.906
H -4.421 0.745 3.099
H -3.475 -0.717 2.760
H -3.394 0.655 1.641
H -3.214 2.828 3.840
H -1.433 2.799 3.847
H -2.326 2.718 2.306
H 1.689 0.850 2.897
H 1.994 1.982 4.222
H 2.181 0.230 4.499
H -1.108 1.649 5.924
H 0.111 0.453 6.450
H 0.609 2.122 6.030
H -2.938 -2.365 4.903
H -1.675 -1.661 5.959
H -2.862 -0.595 5.151
H 0.251 -2.326 2.963
H 0.369 -2.223 4.762
H -0.743 -3.373 3.957